Record 1
Computed, not measured: a cluster of 4 separate species, C24H41FN7 in total at a distorted geometry, with ωB97M-V/def2-TZVPD.

**Total energy**: -1421.75600 Ha
**HOMO energy**: -12.69 eV

```
! RIJCOSX wB97M-V def2-TZVPD def2/J DEFGRID3
* xyz 1 1
C -5.69625 -0.07279 -4.54196
C -5.17597 -0.93280 -3.83701
C -4.68711 -2.10853 -2.92797
C -3.74619 -3.15631 -3.66768
C -2.19804 -2.99631 -3.36128
N -1.85469 -3.06832 -1.91673
C -1.74188 -2.03119 -1.08865
N -1.44460 -2.26645 0.29251
C -1.45918 -0.94750 0.81340
C -1.26251 -0.39566 2.26056
C -0.01148 -0.99783 3.04929
C 1.21163 -1.33839 2.09242
N -1.70013 -0.03817 -0.21482
C -1.79404 1.44036 -0.25334
C -3.35086 1.87253 -0.43071
N -1.88678 -0.67250 -1.42227
F -2.17042 -0.06332 -2.57930
H -5.78216 0.75502 -5.29789
H -4.25880 -1.66733 -1.98256
H -5.62325 -2.67939 -2.61422
H -3.98541 -3.12963 -4.77417
H -4.04703 -4.19713 -3.31616
H -1.68564 -3.89546 -3.84139
H -1.72889 -2.09424 -3.86828
H -1.73614 -4.00074 -1.49948
H -2.20719 -0.69076 2.85274
H -1.18930 0.72700 2.32006
H -0.37055 -1.88989 3.65820
H 0.27768 -0.21537 3.82717
H 0.93446 -2.29071 1.53262
H 2.14765 -1.46632 2.71199
H 1.28979 -0.47973 1.34851
H -1.41942 1.95789 0.67024
H -1.23828 1.81425 -1.15886
H -3.94907 0.92143 -0.24931
H -3.64335 2.69220 0.28427
H -3.46423 2.15989 -1.52013
C 4.70965 -0.70782 0.55023
C 5.60812 0.48329 0.86330
C 6.10975 0.48356 2.30684
C 4.94907 0.54771 3.24444
N 4.04963 0.59905 3.96985
H 3.80292 -0.69833 1.15900
H 4.39702 -0.68386 -0.49667
H 5.23239 -1.65200 0.72694
H 5.05574 1.40665 0.66267
H 6.46625 0.46971 0.18722
H 6.75638 1.34469 2.47874
H 6.68767 -0.42049 2.51337
C -7.54791 -0.82530 2.50523
C -6.42959 -0.89321 1.47093
C -5.13280 -1.48282 2.03363
C -4.63407 -0.63792 3.15923
N -4.24881 0.01653 4.03075
H -7.28609 -0.16983 3.33892
H -8.45843 -0.42697 2.05370
H -7.77273 -1.81772 2.90517
H -6.24178 0.11350 1.08463
H -6.76180 -1.50433 0.62708
H -4.36807 -1.52289 1.25292
H -5.29955 -2.49958 2.39719
C 6.64939 3.31165 -2.27019
C 7.29090 4.53554 -1.62477
C 8.61186 4.21412 -0.92100
C 8.38117 3.21905 0.16676
N 8.20177 2.44922 1.00941
H 6.38867 2.55434 -1.52652
H 5.72732 3.59270 -2.78356
H 7.32161 2.85710 -3.00318
H 6.58647 4.96967 -0.90922
H 7.47227 5.28981 -2.39472
H 9.03766 5.12155 -0.48773
H 9.33558 3.80584 -1.63039
*
```

Record 2
Computed, not measured: a structure of composition C24H41HfNO5SSi3 at a distorted geometry, with ωB97M-V/def2-TZVPD.

**Total energy**: -2685.03543 Ha
**Energy relative to the best compared isomer or geometry (same formula, charge and spin)**: 0.000 eV
**HOMO energy**: -8.71 eV

```
! RIJCOSX wB97M-V def2-TZVPD def2/J DEFGRID3
* xyz 0 1
Hf -0.18092 -0.06933 0.06510
C -0.78522 2.22445 -0.80094
C 0.26314 1.69003 -1.58730
C 1.42923 1.66282 -0.77794
C 1.08586 2.13575 0.49904
C -0.27701 2.49748 0.47053
H -1.80514 2.36104 -1.12127
H 0.20759 1.43292 -2.62954
H 2.40027 1.33949 -1.11283
H 1.74218 2.21920 1.35113
H -0.84584 2.86419 1.30860
C 4.70417 2.12743 6.10878
C 3.64743 1.41439 5.31207
C 3.83704 1.12940 3.96374
C 2.85525 0.49112 3.22172
C 1.66702 0.12841 3.83707
C 1.46110 0.38712 5.18726
C 2.44946 1.03018 5.91118
S 0.36069 -0.64089 2.93672
O 1.02537 -1.14858 1.68194
O -0.22316 -1.60966 3.81784
N -0.58962 0.39682 2.29781
C -1.94316 0.66255 2.71937
C -2.86218 0.43655 1.51502
O -4.05714 0.57410 1.58701
O -2.21586 0.06802 0.42703
H 5.66266 2.12225 5.59185
H 4.84046 1.66309 7.08550
H 4.42004 3.16818 6.27602
H 4.77155 1.40292 3.48870
H 3.01675 0.25525 2.17885
H 0.54268 0.07022 5.66263
H 2.29435 1.22758 6.96516
H -2.06886 1.69682 3.04943
H -2.26976 0.00238 3.52552
C 3.02849 -1.31096 -0.46207
O 1.65958 -1.21505 -0.84992
Si 0.78337 -2.65558 -1.27026
C 1.09315 -3.89185 0.09200
C 1.56482 -3.39467 -2.79683
C -0.83450 -1.82700 -1.32716
Si -1.25593 -1.22123 -3.05333
C 0.26091 -0.61061 -4.02033
C -1.94314 -2.57793 -4.16222
C -2.54783 0.15452 -3.01236
Si -2.26680 -2.84120 -0.63437
C -3.95268 -2.18194 -1.10395
C -2.16551 -4.60939 -1.28689
C -2.23485 -2.95918 1.24686
H 3.55598 -1.98996 -1.13466
H 3.10959 -1.67186 0.56300
H 3.49115 -0.32706 -0.53411
H 2.16322 -3.94800 0.31111
H 0.78398 -4.88741 -0.23194
H 0.57734 -3.65327 1.01984
H 2.45967 -3.96227 -2.52906
H 1.82402 -2.67696 -3.57114
H 0.85443 -4.10815 -3.22541
H 0.54721 -1.36254 -4.75806
H 1.13621 -0.39830 -3.40500
H 0.01061 0.29705 -4.57638
H -1.23360 -3.40257 -4.26415
H -2.10719 -2.15946 -5.16009
H -2.89065 -2.98774 -3.81446
H -2.77072 0.48048 -1.99677
H -3.48704 -0.21006 -3.43387
H -2.24057 1.02177 -3.60213
H -4.13635 -2.18309 -2.17853
H -4.09400 -1.17000 -0.72437
H -4.71198 -2.81793 -0.63953
H -2.21587 -4.63530 -2.37650
H -3.00362 -5.19613 -0.90061
H -1.25034 -5.11883 -0.97986
H -2.98730 -2.29725 1.68028
H -1.27217 -2.69959 1.69000
H -2.45685 -3.97557 1.58160
*
```

Record 3
Computed, not measured: a structure of composition C24H42As2F12HfN6 at a distorted geometry, with ωB97M-V/def2-TZVPD.

**Total energy**: -6985.60267 Ha
**Energy relative to the best compared isomer or geometry (same formula, charge and spin)**: 3.139 eV
**HOMO energy**: -14.54 eV

```
! RIJCOSX wB97M-V def2-TZVPD def2/J DEFGRID3
* xyz 2 1
Hf -1.57444 0.69458 3.43876
As -5.38948 0.67721 1.68445
F -4.80653 1.23820 0.13485
F -7.00889 0.56441 1.00277
F -5.88654 0.13961 3.30419
F -3.66658 0.67217 2.23222
F -5.59630 2.34829 2.14629
F -5.12153 -0.99454 1.22099
As -0.74204 0.22691 -0.53734
F -0.94203 1.90496 -1.01883
F -2.40275 -0.08261 -0.83347
F -0.55763 -1.45398 -0.03834
F 0.93037 0.60844 -0.15167
F -1.31532 0.70778 1.17153
F -0.27443 -0.24563 -2.14834
C -0.72239 6.49152 0.25832
C -1.93173 5.69236 -0.24008
C -2.86645 5.22512 0.85692
C -2.52919 3.96265 1.54918
N -2.25552 2.98449 2.07848
H -0.16939 5.99954 1.06059
H -1.02025 7.47064 0.64051
H -0.06895 6.75908 -0.57144
H -1.61456 4.93797 -0.96094
H -2.46900 6.39376 -0.88123
H -3.86168 5.04883 0.44069
H -2.97814 6.02852 1.58679
C -2.76054 -5.75778 1.52738
C -2.70148 -4.62370 0.45803
C -3.40292 -3.34517 0.90165
C -2.65152 -2.37867 1.70119
N -2.11958 -1.54719 2.29003
H -1.98467 -6.50745 1.38687
H -3.67707 -6.34797 1.57237
H -2.72373 -5.28476 2.51152
H -3.27186 -4.94637 -0.41314
H -1.66888 -4.45373 0.15985
H -4.43622 -3.49634 1.23285
H -3.76873 -2.73509 0.06121
C -1.93987 -0.98316 -5.38908
C -1.08861 -2.14439 -4.85821
C -1.62525 -2.96008 -3.64423
C -2.86159 -3.67610 -3.89861
N -3.85038 -4.19955 -4.15963
H -2.91418 -1.47783 -5.47056
H -1.70758 -0.70477 -6.41550
H -2.00253 -0.08812 -4.77494
H -0.13530 -1.69818 -4.56813
H -0.95361 -2.86927 -5.65994
H -1.83155 -2.34758 -2.76064
H -0.88449 -3.65980 -3.25287
C 2.80428 -1.60378 -2.06582
C 3.02720 -0.87114 -3.38040
C 3.48954 0.57337 -3.16768
C 4.56107 0.76807 -2.15412
N 5.38480 0.89531 -1.36168
H 3.82409 -1.58094 -1.67579
H 2.35518 -2.57576 -2.25753
H 2.10299 -1.01884 -1.47411
H 2.09163 -0.89791 -3.94208
H 3.75931 -1.34994 -4.03269
H 2.66330 1.12869 -2.71284
H 3.83756 1.12543 -4.03975
C 5.35272 2.96094 2.24043
C 4.01281 2.58891 2.86049
C 2.89737 2.64388 1.83451
C 1.56278 2.33177 2.24815
N 0.49426 2.07844 2.58571
H 5.32472 3.86121 1.62429
H 5.65171 2.26499 1.44516
H 6.21761 2.89343 2.89586
H 3.73965 3.32797 3.61869
H 4.11000 1.64560 3.39920
H 3.11988 1.98234 0.98981
H 2.78988 3.64484 1.40081
C 3.65890 -2.99310 3.24998
C 3.98552 -1.68357 2.50886
C 2.92842 -1.25220 1.45915
C 1.60062 -0.99474 2.05410
N 0.57878 -0.82460 2.55209
H 4.44347 -3.37087 3.90157
H 3.32063 -3.73988 2.53187
H 2.84100 -2.80426 3.95120
H 4.95744 -1.69646 2.01487
H 4.15269 -0.93724 3.29020
H 2.93999 -1.97957 0.64761
H 3.22163 -0.30763 0.99653
*
```